Run a
DFT (ωB97M-V with the def2-TZVPD basis set) results for the molecule C7H8.

```
15
C7H8 (ωB97M-V with the def2-TZVPD basis set)
C -0.0663 -1.5482 -0.5331
C -0.2638 -0.1067 -0.1177
C 0.1793 1.0126 -0.9478
C 1.0010 0.7274 0.3439
C 2.2626 0.1129 0.1097
C -1.4086 0.1469 0.7373
C -2.3762 0.3592 1.4208
H -0.9498 -1.8997 -1.0691
H 0.8179 -1.6431 -1.1612
H 0.0709 -2.1703 0.3543
H 0.7560 1.3640 1.1934
H 0.6907 0.7859 -1.8773
H -0.3939 1.9343 -0.9284
H 2.9385 0.4215 0.9268
H -3.2504 0.5476 2.0050
```

Computed properties:
LUMO energy   -0.2065 eV
HOMO   -8.448 eV
Gap between HOMO and LUMO   8.242 eV

---

Run b
DFT (ωB97M-V with the def2-TZVPD basis set) results for the molecule C7H8.

```
15
C7H8 (ωB97M-V with the def2-TZVPD basis set)
C -2.9691 0.2779 -0.6080
C -1.8364 0.1323 -0.9901
C -0.3837 0.0580 -1.1685
C 0.2606 0.2299 0.2345
C 1.6344 0.9023 0.2000
C 0.3853 -1.0489 0.9459
C 0.6250 -2.0590 1.5566
H -3.9574 0.4099 -0.2280
H -0.0406 0.8585 -1.8365
H -0.0772 -0.8906 -1.6244
H -0.4205 0.8724 0.8045
H 2.3318 0.3346 -0.4233
H 1.5553 1.9237 -0.1859
H 2.0395 0.9429 1.2153
H 0.8530 -2.9439 2.1080
```

Computed properties:
LUMO energy   1.0338 eV
HOMO   -9.881 eV
Gap between HOMO and LUMO   10.915 eV

---

Which of them is the most stable? Correct choice: run b.

---

Run a
DFT (ωB97M-V with the def2-TZVPD basis set) results for a structure of composition C7H8.

```
15
C7H8 (ωB97M-V with the def2-TZVPD basis set)
C 1.3893 0.0653 -0.8804
C 0.1885 -0.0606 0.0772
C 0.5115 0.3229 1.5349
C -1.0100 0.4948 -0.4180
C -2.1496 0.7878 -0.8691
C -0.6783 -1.3983 -0.0979
C -0.3385 -2.6099 0.1550
H 1.1046 -0.2887 -1.8715
H 2.2584 -0.5077 -0.5364
H 1.6872 1.1213 -0.9616
H 0.7552 1.3946 1.5875
H -0.3606 0.1379 2.1626
H 1.3623 -0.2397 1.9366
H -2.3669 1.8378 -1.0610
H -2.3533 -1.0576 -0.7579
```

Computed properties:
LUMO energy   -1.5210 eV
HOMO   -9.005 eV
Gap between HOMO and LUMO   7.484 eV

---

Run b
DFT (ωB97M-V with the def2-TZVPD basis set) results for the molecule C7H8.

```
15
C7H8 (ωB97M-V with the def2-TZVPD basis set)
C 1.5211 -0.4677 -0.6193
C 0.6565 -0.6516 -1.6428
C 1.1736 -0.0194 0.6952
C -1.0531 0.1923 -0.0673
C 1.2051 0.3096 1.9631
C -1.9314 0.6582 0.7181
C -0.7675 -0.5129 -1.3074
H 2.6515 -0.3472 -0.7100
H 1.1567 -0.7576 -2.5700
H 0.3307 0.5591 2.4543
H 2.1935 0.5815 2.4767
H -2.8759 0.9176 0.2533
H -1.6197 1.1836 1.6047
H -1.4338 -0.1555 -2.1041
H -1.2073 -1.4900 -1.1445
```

Computed properties:
LUMO energy   0.6689 eV
HOMO   -7.561 eV
Gap between HOMO and LUMO   8.230 eV

---

Run c
DFT (ωB97M-V with the def2-TZVPD basis set) results for the molecule C7H8.

```
15
C7H8 (ωB97M-V with the def2-TZVPD basis set)
C 2.9967 0.7469 -0.4127
C 1.7975 0.8724 -0.4762
C 0.3265 0.9798 -0.5038
C -0.3682 -0.1115 0.3467
C -0.0994 -1.5388 -0.1489
C -1.7986 0.1743 0.5238
C -2.9347 0.4329 0.8258
H 4.0626 0.6359 -0.3715
H -0.0310 0.9342 -1.5428
H 0.0217 1.9519 -0.1017
H 0.0197 -0.0230 1.3647
H -0.4804 -1.6872 -1.1660
H 0.9712 -1.7955 -0.1418
H -0.6168 -2.2350 0.5129
H -3.8665 0.6627 1.2916
```

Computed properties:
LUMO energy   0.9993 eV
HOMO   -9.955 eV
Gap between HOMO and LUMO   10.954 eV

---

Run d
DFT (ωB97M-V with the def2-TZVPD basis set) results for the molecule C7H8.

```
15
C7H8 (ωB97M-V with the def2-TZVPD basis set)
C 2.1571 -0.0252 -0.0077
C 0.7147 0.1145 0.0977
C 0.0838 -0.6749 1.0772
C -1.2584 -0.6905 0.9359
C -2.0466 -0.0232 0.0004
C -1.3872 0.6624 -0.9614
C 0.0074 0.7559 -0.8722
H 2.4524 1.0953 -0.1557
H 2.6273 -0.3303 0.8448
H 2.4739 -0.4818 -0.9816
H 0.6746 -1.1787 1.8268
H -1.8274 -1.3485 1.5877
H -3.1498 -0.1613 0.0493
H -2.0161 1.1514 -1.6554
H 0.4942 1.1350 -1.7857
```

Computed properties:
LUMO energy   1.0851 eV
HOMO   -8.896 eV
Gap between HOMO and LUMO   9.982 eV

---

Which of them is the most stable? Correct choice: run d.

---

Run a
DFT (ωB97M-V with the def2-TZVPD basis set) results for the molecule C7H8.

```
15
C7H8 (ωB97M-V with the def2-TZVPD basis set)
C -2.9309 -1.0135 -0.3588
C -1.7335 -1.1052 -0.2677
C -0.2830 -1.0753 -0.0648
C 0.1902 0.3887 0.1736
C 0.7212 1.0327 -1.1122
C 1.1973 0.4740 1.2375
C 2.0251 0.5826 2.1059
H -3.9921 -0.9211 -0.4268
H 0.2392 -1.5003 -0.9312
H -0.0247 -1.7035 0.7942
H -0.6865 0.9565 0.5078
H 1.5965 0.4842 -1.4774
H -0.0473 1.0271 -1.8922
H 1.0232 2.0671 -0.9246
H 2.7585 0.6880 2.8735
```

Computed properties:
LUMO energy   1.0374 eV
HOMO   -9.913 eV
Gap between HOMO and LUMO   10.951 eV

---

Run b
DFT (ωB97M-V with the def2-TZVPD basis set) results for the molecule C7H8.

```
15
C7H8 (ωB97M-V with the def2-TZVPD basis set)
C 1.1657 -2.0938 0.3209
C 0.4353 -0.7831 0.0374
C -0.9407 -0.7767 -0.1967
C -1.5980 0.4404 -0.3589
C -0.8838 1.6102 -0.2103
C 0.4667 1.6889 0.1216
C 1.0785 0.4394 0.2318
H 0.4402 -2.7895 0.7234
H 1.5273 -2.5464 -0.6101
H 2.0092 -1.8793 0.9743
H -1.4211 -1.7295 -0.3366
H -2.5247 0.3997 -0.9266
H -1.4175 2.5391 -0.4516
H 0.9574 2.6488 0.1350
H 2.1380 0.4103 0.4934
```

Computed properties:
LUMO energy   1.1071 eV
HOMO   -9.025 eV
Gap between HOMO and LUMO   10.132 eV

---

Run c
DFT (ωB97M-V with the def2-TZVPD basis set) results for the molecule C7H8.

```
15
C7H8 (ωB97M-V with the def2-TZVPD basis set)
C 0.0454 1.5867 0.6036
C 0.2529 0.2227 -0.0266
C 1.6723 -0.3117 0.0049
C -0.8642 -0.7010 -0.1229
C -1.7545 -1.5858 0.2870
C -0.5099 -0.0125 -1.3548
C -0.6548 0.2532 -2.6011
H -0.9966 1.9047 0.5200
H 0.6793 2.3284 0.1070
H 0.3203 1.5521 1.6640
H 2.0091 -0.4124 1.0429
H 1.7361 -1.2873 -0.4829
H 2.3446 0.3820 -0.5104
H -1.8135 -1.9540 1.3054
H -2.4665 -1.9651 -0.4363
```

Computed properties:
LUMO energy   -0.1176 eV
HOMO   -9.382 eV
Gap between HOMO and LUMO   9.264 eV

---

Which of them is the most stable? Correct choice: run b.

---

Run a
DFT (ωB97M-V with the def2-TZVPD basis set) results for a structure of composition C7H8.

```
15
C7H8 (ωB97M-V with the def2-TZVPD basis set)
C 1.9328 0.1699 0.2373
C 2.1025 -1.0621 -0.0954
C 1.1771 1.3576 0.5382
C 0.0951 0.7937 -0.0400
C 0.5906 -0.5528 -0.4236
C -1.2116 1.4815 -0.3988
C -0.3769 -1.9866 0.4273
H 1.4083 2.3527 0.9394
H 0.2964 -0.9188 -1.3554
H -1.2138 2.4573 0.2413
H -2.1201 0.8068 -0.2625
H -1.1886 1.7864 -1.4718
H -1.3176 -1.5063 0.6256
H 0.0749 -2.3602 1.3089
H -0.2491 -2.8190 -0.2707
```

Computed properties:
LUMO energy   0.7433 eV
HOMO   -8.711 eV
Gap between HOMO and LUMO   9.454 eV

---

Run b
DFT (ωB97M-V with the def2-TZVPD basis set) results for the molecule C7H8.

```
15
C7H8 (ωB97M-V with the def2-TZVPD basis set)
C 2.1851 -1.1218 0.3124
C 1.0211 -0.8127 0.3053
C -0.2300 -0.0435 0.0747
C -1.0676 -0.6810 -1.0487
C -1.0816 0.1211 1.3450
C 0.3932 1.2235 -0.3909
C 1.2196 2.0105 -0.7762
H 3.2416 -1.2660 0.2649
H -0.4636 -0.8027 -1.9510
H -1.9274 -0.0447 -1.2841
H -1.4350 -1.6631 -0.7333
H -1.4582 -0.8545 1.6713
H -0.5032 0.5613 2.1612
H -1.9420 0.7672 1.1385
H 2.0481 2.6063 -1.0889
```

Computed properties:
LUMO energy   0.8785 eV
HOMO   -9.473 eV
Gap between HOMO and LUMO   10.351 eV

---

Run c
DFT (ωB97M-V with the def2-TZVPD basis set) results for the molecule C7H8.

```
15
C7H8 (ωB97M-V with the def2-TZVPD basis set)
C 1.9381 1.0231 0.5507
C 0.6455 0.3676 0.0482
C -0.2576 0.0443 1.0753
C -1.5069 -0.4716 0.8087
C -1.9488 -0.6650 -0.4917
C -0.8638 -0.8448 -1.3985
C 0.3887 -0.2980 -1.1644
H 2.7862 0.6856 -0.0473
H 2.1135 0.8152 1.6003
H 1.8809 2.0966 0.3968
H 0.0640 0.3772 2.0526
H -2.1802 -0.5945 1.6577
H -2.9849 -0.8019 -0.7576
H -1.1377 -1.3347 -2.3230
H 1.0629 -0.3991 -2.0080
```

Computed properties:
LUMO energy   0.9766 eV
HOMO   -8.842 eV
Gap between HOMO and LUMO   9.818 eV

---

Which of them is the most stable? Correct choice: run c.

---

Run a
DFT (ωB97M-V with the def2-TZVPD basis set) results for the molecule C5H9N3.

```
17
C5H9N3 (ωB97M-V with the def2-TZVPD basis set)
N 1.9375 2.0873 1.3259
C 1.1828 1.1869 0.4113
C 0.0514 0.5750 0.9294
C -0.6613 -0.4158 -0.0524
C -0.6999 -1.8893 -0.0486
C -1.4065 -2.2496 -1.0889
N -1.8698 -1.1250 -1.6530
N -1.4212 0.0113 -0.9702
H 2.7931 1.8722 1.4591
H 2.1606 3.1365 0.8649
H 1.6972 0.6066 -0.2466
H 1.1395 1.5501 -0.4523
H 0.3401 0.0391 1.6224
H -0.6974 1.4048 1.0062
H -0.3175 -2.5304 0.7085
H -1.8143 -3.0839 -1.1428
H -2.4143 -1.1756 -2.6729
```

Computed properties:
LUMO energy   0.9506 eV
HOMO   -9.149 eV
Gap between HOMO and LUMO   10.100 eV

---

Run b
DFT (ωB97M-V with the def2-TZVPD basis set) results for a structure of composition C5H9N3.

```
17
C5H9N3 (ωB97M-V with the def2-TZVPD basis set)
C -1.1974 0.2036 1.3896
C -0.7806 0.6268 -0.0217
C 0.5006 1.4938 -0.4149
C 1.6842 -0.5781 0.1437
C -1.7084 -0.2427 -0.8512
H -2.2974 0.5324 1.6596
H -0.9784 -1.1426 1.4847
H -0.5180 0.9840 2.0944
H 0.6593 2.4661 0.2084
H 0.9024 1.5987 -1.4371
H 2.5870 -1.0728 0.3825
H 0.8728 -2.1584 -0.3085
H -2.2807 -0.0414 -1.7337
H -2.4749 -0.8219 -0.3908
N 1.5589 0.6840 0.0424
N 0.5419 -1.4265 0.2016
N -0.3097 -0.5953 -0.7344
```

Computed properties:
LUMO energy   0.9733 eV
HOMO   -8.562 eV
Gap between HOMO and LUMO   9.535 eV

---

Run c
DFT (ωB97M-V with the def2-TZVPD basis set) results for the molecule C5H9N3.

```
17
C5H9N3 (ωB97M-V with the def2-TZVPD basis set)
H 2.1349 -1.0214 -1.1922
N 1.7811 -1.6286 -0.5340
C 0.6327 -1.5662 -0.0078
N -0.3636 -0.6361 -0.2338
C -1.7256 -0.6223 0.3936
C -2.5723 0.1834 -0.2949
N -0.1463 0.4533 -1.0623
C 0.7384 1.2992 -0.4929
C 1.3635 1.2140 0.7935
H 0.2667 -2.1531 0.8474
H -1.9191 -1.4997 1.0684
H -3.5312 -0.0492 0.1375
H -2.2906 0.7626 -1.2286
H 1.0806 2.0890 -1.2390
H 1.8709 0.0714 0.8140
H 0.5431 1.0986 1.6696
H 2.1368 2.0051 0.5615
```

Computed properties:
LUMO energy   0.7034 eV
HOMO   -8.209 eV
Gap between HOMO and LUMO   8.912 eV

---

Run d
DFT (ωB97M-V with the def2-TZVPD basis set) results for a cluster of 2 separate species, C5H9N3 in total.

```
17
C5H9N3 (ωB97M-V with the def2-TZVPD basis set)
C -2.0156 0.1717 2.7311
C -0.1932 0.4837 1.0568
C 0.2336 -0.0993 -0.1932
C 1.4749 -0.0580 -0.4820
C 0.4157 -0.1826 -3.1447
H -1.9747 -1.0318 3.2663
H -1.3353 0.9086 3.4601
H -3.3827 0.6304 3.0293
H 0.5821 0.7447 1.7392
H -0.7156 -0.5341 -0.5779
H 2.0313 0.5735 0.3044
H 3.2294 -0.4199 -1.7189
H -0.2722 -0.6078 -4.0226
H -0.1870 0.6985 -2.4606
N -1.4767 0.1163 1.3579
N 2.0527 -0.6527 -1.5357
N 1.5332 -0.7414 -2.8094
```

Computed properties:
LUMO energy   0.3385 eV
HOMO   -8.048 eV
Gap between HOMO and LUMO   8.386 eV

---

Which of them is the most stable? Correct choice: run c.

---

Run a
DFT (ωB97M-V with the def2-TZVPD basis set) results for the molecule C5H9N3.

```
17
C5H9N3 (ωB97M-V with the def2-TZVPD basis set)
H 1.4591 -2.4677 0.3379
N 2.0054 -1.7356 -0.0651
C 1.3107 -0.6908 -0.0031
N 1.7839 0.4954 -0.3905
C 0.8557 1.5337 -0.0350
C -0.5223 0.8134 0.4543
C -1.1215 -0.2262 -0.3443
N -2.4986 -0.6397 -0.2309
C -0.0532 -0.6547 0.5715
H 2.7540 0.6306 -0.7224
H 0.5371 2.2169 -0.8935
H 1.2307 2.1179 0.8126
H -1.1768 1.3315 1.1580
H -0.7080 -0.1912 -1.3318
H -2.7757 -1.5199 -0.6929
H -3.1694 0.1563 -0.1364
H 0.0889 -1.1698 1.5116
```

Computed properties:
LUMO energy   0.9756 eV
HOMO   -8.517 eV
Gap between HOMO and LUMO   9.493 eV

---

Run b
DFT (ωB97M-V with the def2-TZVPD basis set) results for the molecule C5H9N3.

```
17
C5H9N3 (ωB97M-V with the def2-TZVPD basis set)
C 0.6636 -0.1877 -2.7152
C 0.5376 -0.0880 -1.5253
C 0.4755 -0.0724 -0.0823
N 1.7671 -0.1391 0.5449
C -0.7736 -0.6349 0.6090
N -1.7845 -1.1706 -0.2446
C -0.5147 0.8578 0.6054
N -0.0639 1.4383 1.8617
H 0.8231 -0.2215 -3.7701
H 2.0319 -1.1118 0.6514
H 1.6708 0.2754 1.4751
H -0.5735 -1.1281 1.5428
H -2.6989 -1.2939 0.2027
H -1.5028 -2.0734 -0.6154
H -1.0859 1.4711 -0.1080
H -0.8866 1.6276 2.4152
H 0.4600 2.3051 1.7222
```

Computed properties:
LUMO energy   0.9807 eV
HOMO   -8.644 eV
Gap between HOMO and LUMO   9.625 eV

---

Which of them is the most stable? Correct choice: run a.